<i>
{"formula": "C6H13N", "method": "ωB97M-V with the def2-TZVPD basis set", "lumo_energy_ev": [-8.07, -8.07], "multiplicity": 2, "charge": 1, "homo_lumo_gap_ev": [3.4, 3.7], "species": ["C", "N", "C", "C", "C", "C", "C", "H", "H", "H", "H", "H", "H", "H", "H", "H", "H", "H", "H", "H"], "xyz": [[-2.7141, -0.7124, -0.0235], [-2.0769, 0.2337, 0.8509], [-1.6787, -0.3492, 2.1084], [3.6436, 1.6841, -0.9998], [3.8831, 0.6771, -0.0981], [3.6901, -0.6511, -0.3629], [-3.0590, -0.0323, -1.3610], [-2.0294, -1.5637, -0.1640], [-3.6482, -1.0869, 0.4202], [-1.0507, -1.2278, 1.9278], [-2.5642, -0.7910, 2.5969], [-1.3547, 0.4762, 2.7167], [3.3055, 1.4514, -2.0088], [3.7193, 2.7253, -0.7116], [4.0771, 0.9619, 0.9148], [3.8607, -1.3873, 0.4195], [3.3926, -1.0477, -1.3328], [-2.1616, 0.4900, -1.7083], [-3.6902, 0.8106, -1.0879], [-3.5444, -0.6609, -2.0966]]}


<ii>
{"formula": "C6H13N", "method": "ωB97M-V with the def2-TZVPD basis set", "lumo_energy_ev": [-3.35, -7.27], "multiplicity": 2, "charge": 1, "homo_lumo_gap_ev": [11.4, 8.4], "species": ["C", "C", "C", "C", "N", "C", "C", "H", "H", "H", "H", "H", "H", "H", "H", "H", "H", "H", "H", "H"], "xyz": [[0.0970, 3.0923, -1.8368], [0.5804, 1.6552, -1.8923], [-0.1597, 0.7900, -0.8468], [0.3486, -0.2527, -0.1817], [-0.1744, -0.8145, 0.9777], [0.2769, -2.2533, 1.1902], [-0.6263, -2.5516, 2.4428], [0.5735, 3.6061, -2.6582], [0.3004, 3.5408, -0.8895], [-1.0072, 3.0583, -1.9715], [0.4962, 1.2232, -2.8811], [1.6752, 1.8222, -1.7759], [-1.1921, 1.1417, -0.5319], [1.3422, -0.6122, -0.4148], [-1.1523, -0.7212, 1.1066], [1.3086, -2.2181, 1.3191], [0.0756, -2.7645, 0.2349], [-0.3632, -1.8726, 3.2166], [-1.7942, -2.3684, 2.5717], [-0.6053, -3.5008, 2.8209]]}


Most stable = <ii>


<i>
{"formula": "C4H36BO26", "method": "ωB97M-V with the def2-TZVPD basis set", "lumo_energy_ev": 0.93, "charge": -1, "homo_lumo_gap_ev": 9.5, "species": ["O", "C", "O", "B", "O", "C", "O", "O", "C", "O", "C", "O", "O", "O", "H", "H", "O", "H", "H", "O", "H", "H", "O", "H", "H", "O", "H", "H", "O", "H", "H", "O", "H", "H", "O", "H", "H", "O", "H", "H", "O", "H", "H", "O", "H", "H", "O", "H", "H", "O", "H", "H", "O", "H", "H", "O", "H", "H", "O", "H", "H", "O", "H", "H", "O", "H", "H"], "xyz": [[14.4448, 1.4135, -11.3141], [15.0515, 1.1335, -12.3545], [16.4034, 1.4014, -12.6594], [16.6111, 1.1896, -14.0943], [15.4932, 0.3215, -14.4804], [14.5467, 0.4167, -13.5791], [13.4094, -0.0410, -13.7829], [17.9738, 0.6174, -14.3002], [18.6101, 1.3627, -15.1275], [19.7620, 1.2074, -15.4489], [17.7950, 2.5853, -15.4622], [16.6437, 2.4284, -14.9244], [18.1839, 3.5701, -16.1587], [12.7746, 2.0891, -16.3995], [13.4669, 2.7491, -16.3637], [12.4264, 2.0579, -15.5084], [11.8036, -0.6211, -10.9532], [11.5186, -1.0068, -11.7815], [11.0971, -0.8216, -10.3393], [16.1870, 4.2396, -11.7602], [16.6255, 3.8971, -10.9813], [16.8934, 4.3818, -12.3902], [15.8010, -0.4387, -17.2398], [15.4160, 0.2504, -16.6984], [15.0500, -0.8784, -17.6385], [20.9830, 1.9643, -18.1000], [20.5285, 1.1850, -18.4200], [20.7300, 2.0284, -17.1790], [20.7145, 3.8693, -13.1667], [21.5608, 4.0761, -12.7701], [20.7796, 2.9439, -13.4024], [12.9831, -2.6951, -14.1714], [13.2340, -1.7835, -14.0223], [13.6127, -3.2040, -13.6605], [17.2461, 2.8800, -19.4308], [17.7069, 2.3582, -18.7739], [17.1188, 3.7323, -19.0142], [13.3533, 2.3567, -8.3759], [13.3864, 3.3100, -8.4557], [13.7316, 2.0342, -9.1939], [22.8872, -0.0323, -16.0803], [22.5920, 0.8780, -16.0974], [23.8418, 0.0241, -16.1221], [10.6873, -0.3914, -15.7018], [10.5445, 0.5337, -15.5017], [11.6267, -0.4576, -15.8731], [16.1668, 5.6328, -15.3673], [16.6737, 5.3317, -14.6133], [16.4218, 5.0448, -16.0782], [14.6156, -1.0982, -9.6360], [15.3442, -0.5777, -9.9744], [13.8902, -0.9116, -10.2319], [17.4905, -2.5275, -15.7363], [16.8986, -3.1379, -16.1759], [17.0147, -1.6969, -15.7265], [12.4347, 3.5613, -11.7692], [13.0948, 2.8874, -11.6069], [12.6523, 4.2631, -11.1558], [17.2915, -0.2928, -10.3386], [17.0751, -0.0983, -11.2505], [18.0854, 0.2137, -10.1671], [21.7801, 1.1213, -13.4203], [21.1762, 1.1587, -14.1620], [21.3345, 0.5717, -12.7756], [16.4707, 5.3044, -18.1916], [17.2274, 5.6198, -17.6974], [15.9847, 6.0973, -18.4182]]}


<ii>
{"formula": "C4H36BO26", "method": "ωB97M-V with the def2-TZVPD basis set", "lumo_energy_ev": 1.79, "charge": -1, "homo_lumo_gap_ev": 9.6, "species": ["O", "C", "O", "B", "O", "C", "O", "O", "C", "O", "C", "O", "O", "O", "H", "H", "O", "H", "H", "O", "H", "H", "O", "H", "H", "O", "H", "H", "O", "H", "H", "O", "H", "H", "O", "H", "H", "O", "H", "H", "O", "H", "H", "O", "H", "H", "O", "H", "H", "O", "H", "H", "O", "H", "H", "O", "H", "H", "O", "H", "H", "O", "H", "H", "O", "H", "H"], "xyz": [[28.7383, -23.4456, 4.0796], [27.8274, -23.0001, 4.6985], [26.5257, -23.1737, 4.4811], [25.7758, -22.6203, 5.6035], [26.7415, -21.8266, 6.3999], [27.9437, -22.1051, 5.9384], [28.9489, -21.6141, 6.3652], [25.1752, -23.6538, 6.5134], [23.9118, -23.4090, 6.6750], [23.1218, -24.0512, 7.3183], [23.5650, -22.1795, 5.7746], [24.6522, -21.7568, 5.1820], [22.4562, -21.7462, 5.6075], [20.2948, -21.3369, 7.7297], [21.1452, -20.8839, 7.6264], [19.7484, -20.7136, 8.2182], [25.4989, -26.4489, 4.7473], [25.6351, -25.9213, 3.9524], [25.3215, -25.8025, 5.4418], [27.0589, -25.9660, 7.8187], [26.9096, -26.7450, 8.3634], [26.6483, -25.2433, 8.3162], [30.4491, -25.7945, 3.8733], [29.7250, -25.1812, 3.6722], [30.0979, -26.3519, 4.5782], [23.6509, -20.3409, 2.8538], [23.3796, -20.2140, 3.7704], [24.2754, -19.6292, 2.6815], [26.6544, -22.7530, 9.2852], [27.3626, -23.2253, 9.7354], [26.9289, -22.7152, 8.3618], [32.0095, -23.6228, 4.3486], [31.4573, -24.4391, 4.2969], [32.9177, -23.9423, 4.3046], [20.0392, -23.6740, 6.1102], [20.5829, -23.7933, 5.3211], [20.2215, -22.7644, 6.3905], [27.1527, -23.1249, 0.7709], [27.5085, -22.6241, 1.5110], [27.8402, -23.7682, 0.5713], [19.7756, -21.1092, 3.5314], [20.4166, -21.2958, 2.8384], [20.3034, -21.0153, 4.3349], [21.8552, -26.4623, 7.1747], [22.1775, -25.5441, 7.2804], [21.8872, -26.6235, 6.2274], [22.8473, -19.9096, 8.1035], [23.0157, -19.5602, 7.2199], [23.7085, -19.9015, 8.5388], [21.9240, -23.3148, 9.7452], [21.2153, -22.7277, 10.0212], [22.0072, -23.1611, 8.7947], [32.4952, -21.1205, 5.4155], [32.0978, -21.2531, 6.2798], [32.3909, -21.9824, 4.9672], [21.8493, -24.0009, 3.3779], [21.8219, -23.0528, 3.2103], [22.7855, -24.2260, 3.3354], [29.6578, -20.5607, 8.9814], [29.4613, -20.6670, 8.0360], [30.5505, -20.9027, 9.0846], [24.3119, -25.2605, 9.4863], [23.5972, -24.9956, 10.0760], [24.1013, -24.8093, 8.6453], [30.0994, -23.1433, 1.1520], [30.0536, -23.5270, 2.0360], [30.9532, -22.6999, 1.1274]]}


Most stable = <ii>


<i>
{"formula": "C2H3BrClNO2", "method": "ωB97M-V with the def2-TZVPD basis set", "lumo_energy_ev": -0.80, "homo_lumo_gap_ev": 9.9, "smiles": "C=C(Cl)[N+](=O)[O-].Br", "species": ["C", "C", "Cl", "N", "O", "O", "H", "H", "Br", "H"], "xyz": [[-1.4891, -0.7849, 0.4551], [-0.4339, -0.6819, -0.3306], [0.7327, -1.9825, -0.6564], [-0.0514, 0.5941, -0.9325], [-0.9343, 1.4225, -0.9828], [1.0528, 0.7701, -1.3930], [-1.7063, -1.6277, 0.9703], [-2.2627, -0.0470, 0.6757], [1.9836, 1.1501, 1.4988], [3.1087, 1.1870, 0.6956]]}


<ii>
{"formula": "C2H3BrClNO2", "method": "ωB97M-V with the def2-TZVPD basis set", "lumo_energy_ev": -2.10, "homo_lumo_gap_ev": 8.4, "smiles": "C[C@](Cl)(Br)[N+](=O)[O-]", "species": ["C", "C", "Cl", "Br", "N", "O", "O", "H", "H", "H"], "xyz": [[-0.3299, 0.3243, 1.1191], [0.4884, -0.0178, -0.1266], [2.1349, -0.3897, 0.0370], [0.3676, 1.9926, -1.4742], [-0.2513, -0.9349, -1.0993], [0.4787, -1.7379, -1.6298], [-1.4518, -0.7998, -1.2209], [-0.0515, 1.3475, 1.5074], [0.0729, -0.0900, 1.9791], [-1.4580, 0.3058, 0.9082]]}


Most stable = <i>


<i>
{"formula": "C5H11NS", "method": "ωB97M-V with the def2-TZVPD basis set", "lumo_energy_ev": 0.94, "homo_lumo_gap_ev": 9.5, "smiles": "CNC[C@@H]1C[C@H]1S", "species": ["C", "N", "C", "C", "C", "C", "S", "H", "H", "H", "H", "H", "H", "H", "H", "H", "H", "H"], "xyz": [[-0.2326, -1.9007, -1.9062], [-0.7895, -1.5715, -0.6551], [0.0051, -0.9269, 0.4413], [0.0248, 0.5872, 0.2483], [1.3367, 1.3163, 0.4410], [0.1590, 1.4130, 1.4670], [-0.5564, 3.0385, 1.5822], [0.2793, -2.8083, -1.8212], [-1.1003, -2.0600, -2.5334], [0.4062, -1.1219, -2.3644], [-1.6330, -0.9855, -0.8124], [-0.4693, -1.2053, 1.4424], [1.0306, -1.3263, 0.3053], [-0.5900, 1.0203, -0.4923], [1.4717, 2.1328, -0.2864], [2.2140, 0.7248, 0.8008], [0.3540, 1.0002, 2.4814], [-1.9104, 2.6735, 1.6617]]}


<ii>
{"formula": "C5H11NS", "method": "ωB97M-V with the def2-TZVPD basis set", "lumo_energy_ev": 0.69, "homo_lumo_gap_ev": 9.3, "species": ["C", "C", "C", "C", "C", "H", "H", "H", "H", "H", "H", "H", "H", "H", "H", "H", "N", "S"], "xyz": [[-0.6885, -1.9944, 0.0684], [0.4651, -1.5382, 0.8712], [0.5537, -0.2876, 1.1629], [-0.1913, 1.0459, 0.8120], [0.5236, 1.4794, -0.4016], [0.1261, -2.4561, -0.9359], [-1.4579, -2.8702, 0.6986], [-0.9987, -1.1944, -0.6839], [1.2008, -2.2741, 1.3836], [1.6051, -0.1106, 1.6332], [0.1247, 1.7783, 1.6113], [-1.9498, 0.8535, -0.5705], [0.3462, 2.7064, -0.3679], [1.6157, 1.4616, -0.1937], [0.3187, 1.5491, -2.4178], [0.4567, 0.0125, -1.8705], [-0.1189, 0.9919, -1.6586], [-1.9311, 0.8471, 0.8594]]}


Most stable = <i>


<i>
{"formula": "C2H2O4", "method": "ωB97M-V with the def2-TZVPD basis set", "lumo_energy_ev": 0.45, "homo_lumo_gap_ev": 11.3, "smiles": "O=C=O.O=CO", "species": ["O", "C", "O", "O", "C", "O", "H", "H"], "xyz": [[-2.3668, 1.3831, -1.3355], [-1.8155, 0.8827, -0.4479], [-1.2624, 0.4033, 0.4386], [1.6077, 0.5183, 1.0281], [1.0461, -0.4644, 0.7109], [0.9007, -0.9159, -0.5596], [0.5062, -1.2162, 1.5230], [1.3841, -0.5908, -1.3576]]}


<ii>
{"formula": "C2H2O4", "method": "ωB97M-V with the def2-TZVPD basis set", "lumo_energy_ev": 0.43, "homo_lumo_gap_ev": 10.9, "smiles": "O=C1OO1.C=O", "species": ["O", "C", "O", "O", "C", "O", "H", "H"], "xyz": [[3.4734, 1.5087, -0.2714], [3.5578, 0.3707, -0.1612], [3.6574, -0.7735, -0.7748], [3.6620, -0.6124, 0.6950], [0.2296, -0.2665, 0.6957], [1.1837, 0.3272, 0.2648], [0.4218, -0.6024, 1.7067], [-0.7909, -0.3381, 0.3235]]}


Most stable = <i>


<i>
{"formula": "C2H6NO", "method": "ωB97M-V with the def2-TZVPD basis set", "lumo_energy_ev": 4.57, "charge": -1, "homo_lumo_gap_ev": 6.8, "species": ["C", "O", "H", "H", "H", "C", "N", "H", "H", "H"], "xyz": [[-0.7064, 1.2855, -1.9479], [-0.1934, 1.0537, -0.7195], [-1.1849, 0.3814, -2.4070], [-1.4757, 2.1025, -2.0126], [0.0504, 1.6516, -2.6995], [0.3591, -0.8291, 1.1707], [0.5871, -1.8187, 1.9459], [-0.6338, -0.5628, 0.8271], [1.1388, -0.1700, 0.7954], [1.5937, -1.9884, 1.9745]]}


<ii>
{"formula": "C2H6NO", "method": "ωB97M-V with the def2-TZVPD basis set", "lumo_energy_ev": 5.03, "charge": -1, "homo_lumo_gap_ev": 5.5, "species": ["O", "H", "C", "C", "N", "H", "H", "H", "H", "H"], "xyz": [[-1.1162, -1.4215, -0.4710], [-1.7829, -0.9328, 0.0575], [-0.1184, -0.4077, -0.8053], [-0.0803, 0.7723, 0.0122], [1.0051, 0.8291, 1.0355], [0.7597, -1.0953, -0.7192], [-0.4231, -0.2351, -1.7849], [-0.5108, 1.6250, -0.2440], [1.6014, 0.0502, 0.8950], [0.6653, 0.8158, 2.0243]]}


Most stable = <i>


<i>
{"formula": "C2H3BrSi", "method": "ωB97M-V with the def2-TZVPD basis set", "lumo_energy_ev": [-2.15, -1.99], "homo_lumo_gap_ev": [6.2, 6.6], "species": ["C", "C", "Si", "Br", "H", "H", "H"], "xyz": [[-1.2887, 0.7417, -0.1373], [1.8934, -1.0026, -0.0694], [0.0237, -0.5245, -0.2105], [3.1979, 0.3087, -0.1390], [-1.8971, 0.5626, 0.6713], [-1.3351, 1.8048, -0.0954], [-0.5941, -1.8906, -0.0197]]}


<ii>
{"formula": "C2H3BrSi", "method": "ωB97M-V with the def2-TZVPD basis set", "lumo_energy_ev": 0.40, "homo_lumo_gap_ev": 9.9, "smiles": "[SiH3]C#CBr", "species": ["Si", "C", "C", "Br", "H", "H", "H"], "xyz": [[1.1920, 0.1182, -0.0264], [-0.6378, 0.0887, 0.0058], [-1.9603, -0.0611, -0.1676], [-3.7272, -0.2764, 0.0252], [1.8788, 0.8241, 1.0045], [1.8772, 0.7130, -1.0887], [1.3773, -1.4066, 0.2472]]}


Most stable = <ii>


<i>
{"formula": "C2H4ClFO2", "method": "ωB97M-V with the def2-TZVPD basis set", "lumo_energy_ev": 0.60, "homo_lumo_gap_ev": 11.5, "smiles": "OC[C@@](O)(F)Cl", "species": ["O", "C", "C", "O", "F", "Cl", "H", "H", "H", "H"], "xyz": [[1.7351, 0.6131, -0.4775], [0.3515, 0.5763, -0.7270], [-0.4106, -0.2242, 0.3991], [-1.7181, -0.2601, 0.1765], [0.1745, -1.5243, 0.2593], [-0.0630, 0.1878, 2.1016], [2.1472, -0.2952, -0.2535], [0.1293, 0.1747, -1.6378], [-0.0004, 1.5280, -0.5647], [-2.3454, -0.7761, 0.7239]]}


<ii>
{"formula": "C2H4ClFO2", "method": "ωB97M-V with the def2-TZVPD basis set", "lumo_energy_ev": 0.63, "homo_lumo_gap_ev": 11.8, "species": ["C", "C", "O", "O", "F", "Cl", "H", "H", "H", "H"], "xyz": [[-1.1837, 0.5078, 0.5069], [0.9735, 0.0375, -0.1233], [0.4391, -0.0888, -1.2960], [0.2060, 0.6102, 0.7562], [0.8279, -1.6034, 0.5444], [2.6243, 0.2539, 0.0527], [-1.3273, 1.1271, -0.3870], [-1.8828, 0.6193, 1.4076], [-1.3103, -0.5045, 0.1955], [0.6333, -0.9590, -1.6568]]}


Most stable = <i>